Here is a molecular structure, C57H40F4GaIN10OS4 from the Open Molecules 2025 dataset. Energies are from ωB97M-V/def2-TZVPD.

Summary:
- spin multiplicity = 1
- energy relative to the best compared isomer or geometry (same formula, charge and spin) (kcal/mol) = 37.79
- E_tot (Ha) = -7032.70325
- net charge = +2

Each line ends with the Mulliken charge.
CARTESIAN COORDINATES (ANGSTROEM)
Ga  -0.564  0.060  -2.467  -1.579
N  -0.543  -0.412  0.497  0.430
S  0.029  -0.426  1.877  1.011
N  1.414  -1.192  1.940  -0.466
S  2.749  -0.627  1.322  1.375
N  2.687  0.323  0.169  0.366
S  2.273  0.277  -1.426  0.855
N  1.014  0.895  -1.762  0.588
C  3.679  1.181  -2.125  -0.438
C  4.827  1.357  -1.421  -0.020
C  5.633  2.429  -1.888  -1.199
C  5.329  3.118  -3.054  -0.760
C  4.201  2.747  -3.796  -0.814
C  3.363  1.761  -3.310  -0.322
C  2.519  -1.409  -1.970  0.520
C  1.608  -2.314  -1.497  0.866
C  1.715  -3.594  -1.976  -1.118
C  2.678  -3.913  -2.974  -0.978
C  3.540  -2.982  -3.462  -0.947
C  3.410  -1.679  -2.982  -0.422
C  3.548  0.409  2.552  0.419
C  4.005  1.686  2.244  -0.141
C  4.620  2.478  3.238  -1.103
C  4.654  1.996  4.524  -0.400
C  4.169  0.732  4.860  -0.920
C  3.689  -0.091  3.799  -0.836
C  3.627  -2.145  1.078  1.224
C  4.986  -1.981  0.836  -1.174
C  5.794  -3.086  0.589  -0.830
C  5.243  -4.341  0.612  -0.770
C  3.939  -4.481  0.855  -0.592
C  3.103  -3.405  1.151  -0.051
C  0.361  1.276  2.379  0.521
C  0.666  1.642  3.663  0.355
C  1.007  2.974  3.944  -1.239
C  0.965  3.915  2.886  -0.838
C  0.585  3.532  1.590  -1.359
C  0.265  2.222  1.358  -0.135
C  -0.967  -1.202  3.117  0.554
C  -1.987  -0.426  3.597  -0.182
C  -2.815  -1.021  4.550  -0.755
C  -2.583  -2.342  4.975  -0.788
C  -1.454  -3.013  4.528  -0.840
C  -0.675  -2.494  3.521  -0.803
H  5.144  0.803  -0.552  0.582
H  6.588  2.627  -1.467  0.501
H  5.929  3.935  -3.408  0.474
H  3.937  3.201  -4.743  0.463
H  2.455  1.522  -3.816  0.663
H  0.830  -1.978  -0.896  0.200
H  1.010  -4.412  -1.693  0.439
H  2.814  -4.867  -3.376  0.625
H  4.295  -3.205  -4.241  0.443
H  4.024  -0.887  -3.472  0.347
H  3.948  2.026  1.249  0.830
H  4.963  3.500  3.089  0.430
H  5.129  2.642  5.230  0.461
H  4.154  0.424  5.930  0.409
H  3.373  -1.065  4.201  0.309
H  5.412  -1.013  0.804  0.258
H  6.881  -2.950  0.388  0.413
H  5.799  -5.197  0.393  0.518
H  3.429  -5.478  0.814  0.388
H  1.991  -3.585  1.268  0.240
H  0.645  0.856  4.490  0.434
H  1.286  3.329  4.942  0.532
H  1.183  4.933  3.084  0.539
H  0.478  4.329  0.876  0.606
H  -0.119  1.896  0.448  0.622
H  -2.006  0.668  3.273  0.440
H  -3.642  -0.497  5.070  0.448
H  -3.276  -2.753  5.720  0.441
H  -1.204  -3.966  4.872  0.560
H  0.160  -2.937  3.093  0.686
S  -1.408  2.895  -5.848  -0.069
C  -1.663  3.667  -4.320  -0.176
C  -1.319  2.846  -3.289  -0.911
N  -1.018  1.580  -3.721  1.134
C  -1.129  1.429  -5.022  -0.001
H  -1.978  4.682  -4.364  0.481
H  -1.432  3.015  -2.198  0.404
H  -0.952  0.519  -5.575  0.274
C  -0.884  -2.341  -4.081  -0.875
O  -0.074  -1.344  -3.536  -0.199
H  -0.294  -2.957  -4.763  0.344
H  -1.785  -1.999  -4.628  0.200
H  -1.266  -3.022  -3.325  0.311
F  -5.342  -2.219  1.563  -0.336
C  -5.243  -0.929  1.457  0.494
C  -6.244  -0.100  1.740  0.423
F  -7.411  -0.666  2.143  -0.357
C  -6.238  1.263  1.560  -0.288
C  -4.917  1.840  1.236  0.129
C  -3.896  1.037  1.006  0.000
F  -2.631  1.498  0.996  0.105
C  -4.013  -0.374  0.991  1.752
C  -2.950  -1.162  0.648  0.844
C  -1.759  -0.618  -0.148  -0.690
N  -2.037  -0.336  -1.338  0.534
C  -2.933  -2.598  0.991  -0.635
N  -2.705  -3.689  1.254  -0.671
F  -4.828  3.155  1.308  -0.378
C  -7.386  2.068  1.548  0.609
C  -8.642  1.537  1.586  -0.125
N  -9.733  1.197  1.437  -0.413
C  -7.303  3.485  1.208  -0.052
N  -7.251  4.585  0.891  -0.456
I  -5.094  3.259  -2.298  0.086
C  -4.908  1.321  -2.949  -0.482
C  -5.581  0.251  -2.335  0.102
C  -5.309  -1.040  -2.774  -0.644
C  -4.395  -1.221  -3.798  -0.353
N  -3.821  -0.193  -4.412  -0.406
C  -4.113  1.041  -4.031  -0.536
H  -6.294  0.499  -1.499  0.447
H  -5.741  -1.851  -2.229  0.498
H  -4.134  -2.216  -4.143  0.420
H  -3.859  1.871  -4.650  0.900